Entry one
{
  "formula": "CH4O4",
  "method": "the ωB97M-V functional and the def2-TZVPD basis",
  "elements": ["C", "O", "O", "O", "O", "H", "H", "H", "H"],
  "positions_angstrom": [[-0.107, 0.259, 0.148], [-0.086, -1.352, -0.710], [0.962, 0.079, 0.898], [-0.041, 1.333, -0.611], [-1.205, -0.064, 0.808], [0.757, -1.402, -1.105], [1.804, 0.494, 0.570], [-0.903, 1.692, -0.854], [-1.180, -1.039, 0.855]],
  "mulliken_charge": [0.849, -0.711, -0.436, -0.455, -0.532, 0.246, 0.338, 0.343, 0.358],
  "e_lumo_ha": 0.015,
  "homo_lumo_gap_ev": 10.3,
  "homo_ev": -9.9
}

***

Entry two
{
  "formula": "CH4O4",
  "method": "the ωB97M-V functional and the def2-TZVPD basis",
  "elements": ["O", "O", "C", "O", "O", "H", "H", "H", "H"],
  "positions_angstrom": [[-0.659, 1.316, -0.462], [0.442, 0.598, -0.871], [0.600, -0.711, 0.271], [-0.203, -1.581, -0.426], [0.165, -0.271, 1.431], [-0.453, 2.159, -0.928], [1.654, -0.712, 0.063], [-1.157, -1.320, -0.282], [-0.389, 0.524, 1.204]],
  "mulliken_charge": [-0.421, -0.320, 0.201, -0.404, -0.465, 0.334, 0.323, 0.343, 0.409],
  "e_lumo_ha": 0.023,
  "homo_lumo_gap_ev": 9.9,
  "homo_ev": -9.3
}

***

Which of them is the most stable, and which is the least stable? entry one and entry two, in that order.

***

Entry one
{
  "formula": "C9H14O",
  "method": "the ωB97M-V functional and the def2-TZVPD basis",
  "elements": ["C", "C", "C", "C", "C", "C", "C", "H", "H", "H", "H", "H", "H", "H", "H", "C", "C", "O", "H", "H", "H", "H", "H", "H"],
  "positions_angstrom": [[1.335, -0.106, -2.248], [-1.388, -2.112, -0.364], [-0.566, -2.759, 0.554], [-0.829, -1.284, -1.312], [0.529, -1.007, -1.303], [0.837, -2.563, 0.537], [1.299, -1.568, -0.286], [-2.447, -2.044, -0.212], [-1.041, -3.597, 1.021], [-1.454, -0.904, -2.139], [1.418, -3.072, 1.361], [1.258, -0.307, -3.306], [2.365, -0.038, -1.909], [2.336, -1.273, -0.276], [0.730, 0.834, -2.263], [-0.565, 2.929, 0.926], [-0.027, 1.635, 1.465], [-1.753, 3.417, 1.479], [0.129, 3.762, 0.796], [-0.798, 2.834, -0.106], [-0.722, 1.055, 2.082], [-1.712, 3.469, 2.498], [0.696, 1.798, 2.250], [0.374, 0.899, 0.754]],
  "mulliken_charge": [-1.227, -0.653, -0.375, -0.570, 0.540, -0.594, -1.023, 0.517, 0.473, 0.338, 0.378, 0.421, 0.369, 0.293, 0.214, -0.696, -0.788, -0.310, 0.263, 0.271, 0.339, 0.250, 0.609, -0.038],
  "e_lumo_ha": [0.132, 0.132],
  "total_charge": -1,
  "homo_lumo_gap_ev": [2.3, 8.2],
  "multiplicity": 2,
  "s2": 0.755,
  "homo_ev": [1.3, -4.7]
}

***

Entry two
{
  "formula": "C9H14O",
  "method": "the ωB97M-V functional and the def2-TZVPD basis",
  "elements": ["C", "C", "O", "H", "H", "H", "H", "H", "H", "C", "C", "C", "C", "C", "C", "C", "H", "H", "H", "H", "H", "H", "H", "H"],
  "positions_angstrom": [[-2.257, -1.468, 0.630], [-1.063, -1.519, 1.548], [-3.181, -0.450, 1.083], [-1.962, -1.274, -0.397], [-2.868, -2.369, 0.543], [-0.156, -1.770, 0.978], [-3.222, 0.234, 0.393], [-1.149, -2.246, 2.363], [-0.875, -0.516, 1.935], [0.079, 2.620, -0.055], [2.682, -0.154, -0.220], [2.003, 1.041, 0.173], [2.139, -1.013, -1.142], [0.720, 1.306, -0.387], [0.821, -0.813, -1.610], [0.150, 0.427, -1.273], [3.669, -0.344, 0.159], [2.553, 1.788, 0.737], [2.748, -1.741, -1.653], [0.296, -1.437, -2.325], [-0.338, 2.643, 0.971], [-0.752, 2.896, -0.704], [-0.828, 0.701, -1.658], [0.792, 3.457, -0.090]],
  "mulliken_charge": [-0.129, -0.786, -0.580, 0.119, 0.270, 0.164, 0.316, 0.319, 0.221, -1.467, -0.329, -0.941, -0.631, 1.138, -0.723, -0.512, 0.392, 0.267, 0.312, 0.357, 0.237, 0.333, 0.314, 0.340],
  "e_lumo_ha": [0.134, 0.133],
  "total_charge": -1,
  "homo_lumo_gap_ev": [3.0, 7.0],
  "multiplicity": 2,
  "s2": 0.761,
  "homo_ev": [0.7, -3.4]
}

***

Which of them is the most stable, and which is the least stable? entry two and entry one, in that order.

***

Entry one
{
  "formula": "C30H32BN13OZn",
  "method": "the ωB97M-V functional and the def2-TZVPD basis",
  "elements": ["Zn", "C", "C", "N", "N", "C", "B", "N", "C", "C", "C", "N", "N", "C", "C", "C", "N", "N", "C", "C", "C", "N", "H", "H", "H", "H", "H", "H", "H", "H", "H", "H", "H", "H", "N", "C", "C", "C", "N", "C", "N", "C", "C", "O", "C", "C", "C", "C", "C", "C", "H", "H", "H", "H", "H", "H", "H", "H", "C", "C", "N", "C", "C", "N", "C", "C", "H", "H", "H", "H", "H", "H", "H", "H", "H", "H", "H", "H"],
  "positions_angstrom": [[0.190, -0.280, 0.258], [-1.056, 3.085, 2.346], [-1.403, 1.933, 1.647], [-0.349, 1.467, 0.985], [0.678, 2.290, 1.239], [0.282, 3.268, 2.067], [2.136, 1.914, 0.894], [2.265, 1.441, -0.567], [3.252, 1.731, -1.428], [3.146, 0.885, -2.512], [2.050, 0.080, -2.216], [1.534, 0.427, -1.044], [2.461, 0.685, 1.748], [3.379, 0.500, 2.704], [3.241, -0.782, 3.191], [2.189, -1.326, 2.462], [1.725, -0.433, 1.594], [3.035, 3.104, 1.116], [2.921, 4.313, 0.505], [3.943, 5.113, 0.947], [4.652, 4.302, 1.845], [4.097, 3.114, 1.928], [-1.681, 3.688, 2.968], [-2.342, 1.419, 1.618], [0.962, 4.019, 2.421], [3.969, 2.500, -1.233], [3.771, 0.854, -3.380], [1.630, -0.723, -2.789], [4.060, 1.290, 2.954], [3.820, -1.251, 3.958], [1.771, -2.312, 2.526], [2.132, 4.516, -0.192], [4.160, 6.125, 0.677], [5.524, 4.532, 2.422], [-1.117, -1.355, 1.214], [-1.718, -2.082, 1.894], [-2.422, -2.950, 2.672], [-2.479, -4.301, 2.310], [-2.518, -5.405, 1.994], [-3.081, -2.515, 3.828], [-3.631, -2.166, 4.774], [0.553, -3.344, -1.698], [-0.633, -2.462, -1.925], [-0.717, -1.345, -1.415], [-1.710, -2.960, -2.793], [-1.530, -4.011, -3.697], [-2.570, -4.406, -4.517], [-3.801, -3.771, -4.445], [-4.001, -2.748, -3.532], [-2.965, -2.346, -2.713], [1.220, -2.887, -0.968], [1.093, -3.491, -2.632], [0.228, -4.322, -1.348], [-0.577, -4.509, -3.782], [-2.418, -5.209, -5.221], [-4.600, -4.075, -5.103], [-4.963, -2.265, -3.460], [-3.113, -1.569, -1.978], [-1.221, 3.381, -1.430], [-1.999, 4.218, -2.508], [-2.302, 3.355, -3.618], [-1.098, 2.855, -4.224], [-0.321, 2.025, -3.143], [-1.082, 2.032, -1.919], [-2.371, 1.426, -2.128], [-3.144, 2.265, -3.204], [-1.767, 3.379, -0.488], [-0.226, 3.792, -1.255], [-1.392, 5.050, -2.864], [-2.932, 4.607, -2.101], [-0.498, 3.693, -4.580], [-1.368, 2.230, -5.076], [0.658, 2.463, -2.953], [-0.191, 0.996, -3.473], [-2.914, 1.411, -1.185], [-2.219, 0.402, -2.460], [-4.065, 2.677, -2.794], [-3.372, 1.650, -4.074]],
  "mulliken_charge": [-0.687, -1.449, -0.395, -1.042, 1.773, -0.161, 0.232, 1.177, -0.090, -1.709, -0.286, -0.141, 0.583, 0.029, -1.356, -0.023, -0.507, 1.294, -0.277, -1.054, -0.439, -1.216, 0.489, 0.484, 0.514, 0.504, 0.443, 0.526, 0.576, 0.455, 0.464, 0.357, 0.497, 0.452, 0.199, 0.978, -0.109, 0.003, -0.476, 0.002, -0.454, -1.616, 0.451, -0.222, 0.761, -0.457, -0.788, -0.434, -0.866, 0.018, 0.106, 0.467, 0.513, 0.363, 0.421, 0.418, 0.432, 0.438, 0.063, -0.886, -0.003, -0.885, -0.557, 0.572, -0.333, -0.927, 0.524, -0.319, 0.360, 0.308, 0.321, 0.313, 0.378, 0.487, 0.795, -0.054, 0.262, 0.418],
  "e_lumo_ha": [-0.109, -0.245],
  "total_charge": 1,
  "homo_lumo_gap_ev": [6.7, 3.0],
  "multiplicity": 2,
  "s2": 0.756,
  "homo_ev": [-9.7, -9.7]
}

***

Entry two
{
  "formula": "C30H32BN13OZn",
  "method": "the ωB97M-V functional and the def2-TZVPD basis",
  "elements": ["Zn", "C", "C", "N", "N", "C", "B", "N", "C", "C", "C", "N", "N", "C", "C", "C", "N", "N", "C", "C", "C", "N", "H", "H", "H", "H", "H", "H", "H", "H", "H", "H", "H", "H", "N", "C", "C", "C", "N", "C", "N", "C", "C", "O", "C", "C", "C", "C", "C", "C", "H", "H", "H", "H", "H", "H", "H", "H", "C", "C", "N", "C", "C", "N", "C", "C", "H", "H", "H", "H", "H", "H", "H", "H", "H", "H", "H", "H"],
  "positions_angstrom": [[-0.080, -0.155, 0.306], [-1.595, -3.989, -1.057], [-0.321, -3.913, -1.660], [0.528, -3.225, -0.925], [-0.167, -2.841, 0.184], [-1.447, -3.315, 0.121], [0.623, -2.730, 1.520], [1.906, -1.900, 1.251], [3.171, -2.036, 1.672], [3.924, -0.997, 1.161], [3.016, -0.231, 0.441], [1.803, -0.773, 0.497], [-0.254, -1.923, 2.508], [-0.722, -2.218, 3.730], [-1.501, -1.162, 4.164], [-1.446, -0.231, 3.129], [-0.685, -0.688, 2.137], [0.860, -4.136, 2.033], [1.960, -4.933, 2.117], [1.568, -6.140, 2.632], [0.180, -6.003, 2.825], [-0.234, -4.805, 2.459], [-2.472, -4.482, -1.438], [0.004, -4.356, -2.591], [-2.139, -3.162, 0.933], [3.469, -2.825, 2.338], [4.977, -0.820, 1.296], [3.190, 0.685, -0.099], [-0.489, -3.154, 4.203], [-2.035, -1.079, 5.093], [-1.895, 0.747, 3.072], [2.929, -4.619, 1.771], [2.185, -6.993, 2.852], [-0.523, -6.730, 3.197], [-1.709, 0.313, -0.590], [-2.511, 1.072, -0.952], [-3.409, 1.915, -1.545], [-4.375, 2.616, -0.787], [-5.135, 3.189, -0.137], [-3.231, 2.105, -2.936], [-2.977, 2.202, -4.059], [2.055, 3.464, 1.250], [0.651, 2.930, 1.282], [0.383, 1.869, 0.721], [-0.385, 3.711, 1.972], [-0.080, 4.848, 2.727], [-1.088, 5.549, 3.361], [-2.410, 5.141, 3.237], [-2.730, 4.024, 2.474], [-1.721, 3.312, 1.857], [2.682, 2.828, 0.630], [2.466, 3.484, 2.260], [2.066, 4.481, 0.857], [0.942, 5.185, 2.832], [-0.847, 6.425, 3.949], [-3.195, 5.695, 3.734], [-3.762, 3.723, 2.351], [-1.948, 2.439, 1.259], [0.362, 1.826, -2.872], [0.611, 2.111, -4.422], [0.849, 0.850, -5.068], [1.983, 0.173, -4.509], [1.647, -0.160, -2.984], [0.356, 0.398, -2.675], [-0.679, -0.201, -3.480], [-0.320, 0.022, -5.018], [-0.601, 2.241, -2.575], [1.148, 2.271, -2.263], [1.474, 2.762, -4.553], [-0.266, 2.582, -4.863], [2.859, 0.817, -4.579], [2.175, -0.742, -5.067], [2.397, 0.289, -2.337], [1.629, -1.234, -2.808], [-1.632, 0.273, -3.260], [-0.744, -1.259, -3.253], [-1.150, 0.522, -5.517], [-0.121, -0.926, -5.515]],
  "mulliken_charge": [0.859, -0.953, -0.638, -1.065, 1.978, -0.509, 0.382, 0.768, 0.041, -1.830, -0.357, -0.070, 0.890, -0.115, -1.327, -0.083, -0.346, 0.471, -0.177, -0.990, -0.338, -1.070, 0.470, 0.500, 0.464, 0.632, 0.460, 0.424, 0.542, 0.456, 0.439, 0.506, 0.433, 0.477, -0.300, 1.195, 0.127, -0.265, -0.539, 0.213, -0.546, -1.590, 0.367, -0.658, 0.735, -0.547, -0.784, -0.554, -0.811, 0.623, 0.150, 0.424, 0.463, 0.407, 0.411, 0.415, 0.394, -0.083, -0.212, -0.953, 0.080, -0.894, -0.521, -0.030, 0.010, -0.786, 0.273, 0.444, 0.314, 0.368, 0.341, 0.298, 0.338, 0.497, -0.134, 0.320, 0.411, 0.264],
  "e_lumo_ha": [-0.109, -0.226],
  "total_charge": 1,
  "homo_lumo_gap_ev": [8.0, 4.8],
  "multiplicity": 2,
  "s2": 0.756,
  "homo_ev": [-11.0, -11.0]
}

***

Which of them is the most stable, and which is the least stable? entry two and entry one, in that order.

***

Entry one
{
  "formula": "C5H9ClO",
  "method": "the ωB97M-V functional and the def2-TZVPD basis",
  "elements": ["C", "C", "C", "C", "Cl", "C", "O", "H", "H", "H", "H", "H", "H", "H", "H", "H"],
  "positions_angstrom": [[-1.660, -1.233, 0.560], [-0.941, -0.429, -0.605], [0.583, -0.025, -0.269], [1.560, -0.811, -0.528], [3.128, -0.417, 0.156], [0.682, 1.238, 0.542], [0.105, 2.253, -0.255], [-1.536, -0.761, 1.557], [-2.789, -1.476, 0.440], [-1.116, -2.203, 0.478], [-1.442, 0.570, -0.758], [-0.884, -0.948, -1.560], [1.587, -1.644, -1.283], [0.180, 1.377, 1.537], [1.758, 1.586, 0.547], [0.785, 2.922, -0.558]],
  "mulliken_charge": [-0.876, -0.788, 0.349, -0.127, -0.229, -0.450, -0.536, 0.273, 0.286, 0.254, 0.278, 0.440, 0.352, 0.118, 0.345, 0.312],
  "e_lumo_ha": 0.028,
  "homo_lumo_gap_ev": 10.3,
  "homo_ev": -9.5
}

***

Entry two
{
  "formula": "C5H9ClO",
  "method": "the ωB97M-V functional and the def2-TZVPD basis",
  "elements": ["C", "C", "C", "C", "Cl", "O", "C", "H", "H", "H", "H", "H", "H", "H", "H", "H"],
  "positions_angstrom": [[-0.558, 2.401, 1.168], [0.015, 1.430, -0.048], [0.154, 0.116, -0.306], [-0.102, -0.922, 0.744], [1.432, -1.733, 1.278], [0.692, -0.394, -1.509], [0.446, -1.882, -1.644], [-0.817, 1.592, 1.931], [0.241, 2.998, 1.446], [-1.476, 2.976, 0.950], [-0.150, 2.168, -0.874], [-1.076, -1.504, 0.265], [-0.329, -0.477, 1.637], [1.117, -2.454, -0.765], [1.023, -2.252, -2.472], [-0.612, -2.062, -1.802]],
  "mulliken_charge": [-0.908, -0.308, 0.595, -0.582, -0.223, -0.369, -0.648, 0.217, 0.311, 0.296, 0.266, 0.360, 0.213, 0.218, 0.268, 0.293],
  "e_lumo_ha": 0.031,
  "homo_lumo_gap_ev": 9.6,
  "homo_ev": -8.8
}

***

Which of them is the most stable, and which is the least stable? entry one and entry two, in that order.

***

Entry one
{
  "formula": "C3H14N2O",
  "method": "the ωB97M-V functional and the def2-TZVPD basis",
  "elements": ["C", "C", "C", "N", "N", "H", "H", "H", "H", "H", "H", "H", "H", "H", "H", "H", "H", "H", "H", "O"],
  "positions_angstrom": [[0.613, -1.150, -0.174], [0.435, -0.478, 1.204], [-0.931, 0.055, 0.824], [-1.351, 0.988, 2.706], [1.253, -0.163, -1.136], [-0.359, -1.495, -0.524], [1.350, -2.065, -0.086], [1.250, 0.370, 1.441], [0.406, -1.209, 2.028], [-1.449, 0.621, 0.044], [-1.733, -0.663, 1.092], [-1.031, 1.337, 3.636], [-1.986, 1.729, 2.390], [-1.983, 0.229, 2.888], [2.248, -0.333, -1.245], [1.326, 0.818, -0.841], [0.665, -0.122, -1.981], [-0.079, 1.156, -4.015], [0.880, -0.036, -4.500], [0.477, 0.411, -3.752]],
  "mulliken_charge": [-0.672, -0.286, -0.548, -0.704, -0.232, 0.418, 0.384, 0.338, 0.334, 0.467, 0.465, 0.328, 0.322, 0.344, 0.355, 0.365, 0.350, 0.316, 0.312, -0.657],
  "e_lumo_ha": -0.344,
  "total_charge": 2,
  "homo_lumo_gap_ev": 9.7,
  "homo_ev": -19.1
}

***

Entry two
{
  "formula": "C3H14N2O",
  "method": "the ωB97M-V functional and the def2-TZVPD basis",
  "elements": ["C", "C", "C", "N", "N", "H", "H", "H", "H", "H", "H", "H", "H", "H", "H", "H", "H", "H", "H", "O"],
  "positions_angstrom": [[-0.566, 0.342, 0.930], [-0.608, 0.953, -0.451], [-1.034, -0.056, -1.505], [-0.028, -1.221, -1.707], [-0.568, 1.329, 2.073], [0.153, -0.455, 1.113], [-1.534, -0.160, 1.073], [0.318, 1.453, -0.738], [-1.436, 1.670, -0.500], [-1.979, -0.522, -1.229], [-1.144, 0.405, -2.478], [-0.447, -2.145, -1.560], [0.233, -1.158, -2.690], [0.762, -1.188, -1.047], [-1.271, 2.052, 1.895], [0.314, 1.846, 2.025], [-0.738, 0.985, 3.019], [3.059, -0.566, 0.393], [2.541, -1.907, 0.674], [2.214, -1.044, 0.377]],
  "mulliken_charge": [-0.620, -0.468, -0.757, -0.168, -0.282, 0.376, 0.352, 0.362, 0.426, 0.350, 0.393, 0.393, 0.387, 0.203, 0.364, 0.349, 0.365, 0.301, 0.332, -0.659],
  "e_lumo_ha": -0.248,
  "total_charge": 2,
  "homo_lumo_gap_ev": 13.0,
  "homo_ev": -19.7
}

***

Entry three
{
  "formula": "C3H14N2O",
  "method": "the ωB97M-V functional and the def2-TZVPD basis",
  "elements": ["C", "C", "C", "N", "N", "H", "H", "H", "H", "H", "H", "H", "H", "H", "H", "H", "H", "H", "H", "O"],
  "positions_angstrom": [[-0.396, -1.525, -0.513], [1.019, -0.913, -0.577], [0.722, 0.541, -0.299], [2.347, 1.593, -0.004], [-1.163, -1.180, 0.743], [-1.056, -1.222, -1.315], [-0.294, -2.633, -0.534], [1.737, -1.109, 0.237], [1.611, -0.896, -1.487], [0.496, 0.810, 0.731], [0.455, 1.252, -1.070], [2.251, 2.533, 0.382], [3.105, 1.817, -0.673], [2.940, 1.220, 0.748], [-1.822, -1.895, 1.064], [-0.610, -0.908, 1.554], [-1.826, -0.295, 0.560], [-3.511, 1.154, 0.836], [-3.133, 0.943, -0.643], [-2.872, 0.711, 0.259]],
  "mulliken_charge": [-0.564, -0.420, -0.283, -0.707, -0.308, 0.348, 0.371, 0.363, 0.388, 0.284, 0.347, 0.364, 0.354, 0.371, 0.378, 0.363, 0.302, 0.329, 0.312, -0.592],
  "e_lumo_ha": -0.304,
  "total_charge": 2,
  "homo_lumo_gap_ev": 12.2,
  "homo_ev": -20.5
}

***

Which of them is the most stable, and which is the least stable? entry two and entry one, in that order.